Record 1
# C24H19LaN3O2PS

A molecular structure, C24H19LaN3O2PS in a non-equilibrium geometry (ωB97M-V/def2-TZVPD, OMol25).

Element x y z (Å)
H1 3.669 9.629 14.373
C1 12.784 4.902 9.201
C2 13.470 6.680 10.651
H2 7.395 8.333 8.077
H3 13.114 7.359 11.440
H4 5.031 8.115 16.005
S1 3.709 10.112 11.964
C3 5.107 9.581 11.237
H5 6.541 7.050 18.361
O1 8.019 5.933 11.366
C4 14.804 6.655 10.180
C5 8.042 7.393 15.287
C6 4.248 9.539 13.471
C7 15.083 5.723 9.149
O2 7.531 4.287 9.970
H6 10.045 10.937 10.098
C8 8.605 6.628 17.848
C9 6.276 8.328 14.379
N1 5.989 8.160 15.669
C10 14.074 4.915 8.649
C11 8.319 4.949 10.501
H7 8.815 6.393 18.862
C12 9.835 9.941 9.832
C13 9.833 4.728 10.288
C14 7.322 7.116 17.597
H8 9.927 6.555 14.681
H9 5.191 9.658 10.201
C15 9.161 7.410 8.932
C16 7.079 7.585 16.345
C17 10.648 8.881 10.121
C18 8.310 8.501 8.597
C19 9.578 6.465 16.793
H10 12.144 4.210 8.695
H11 11.518 9.043 10.703
N2 5.950 9.023 12.039
H12 15.488 7.363 10.575
C20 8.659 9.802 9.020
H13 10.005 3.865 10.933
H14 10.509 5.859 16.963
C21 10.274 7.571 9.769
H15 7.992 10.576 8.702
N3 7.465 7.855 14.080
C22 9.285 6.760 15.493
C23 12.485 5.795 10.199
H16 10.053 4.379 9.297
P1 10.847 6.185 10.794
H17 16.119 5.601 8.722
La1 8.308 8.022 11.708
H18 8.959 6.441 8.535
H19 14.316 4.320 7.826
C24 5.446 8.944 13.336

Force components x, y, z for each atom (eV/Å):
H -0.2 0.1 0.0
C 1.4 -0.2 -1.4
C 0.7 0.1 0.4
H -0.3 -0.1 -0.6
H 0.8 -0.1 -0.3
H 0.3 0.4 0.2
S -1.2 0.5 0.4
C -0.7 0.1 0.8
H 0.4 0.3 -0.1
O -0.1 -0.2 -0.2
C -2.2 -1.1 -0.7
C -0.9 0.2 0.3
C -0.5 0.0 0.1
C 1.1 0.6 0.4
O -2.5 -1.8 -1.5
H 0.7 1.0 0.6
C 0.1 0.4 -1.6
C 0.4 -0.4 -0.7
N -1.0 -0.2 1.2
C -0.2 0.9 1.5
C 2.6 1.3 0.9
H 0.4 -0.5 0.5
C -1.8 0.6 -2.0
C -0.7 0.7 0.7
C 0.2 -0.5 1.5
H 0.8 -0.3 -0.7
H 0.5 0.2 -1.5
C -0.1 1.2 -0.1
C 1.0 -0.2 -3.7
C -0.6 -0.6 0.1
C 1.5 0.2 0.9
C 0.2 -1.5 1.5
H -0.8 -0.1 0.3
H 0.8 0.1 0.6
N 1.0 -1.1 0.8
H 0.8 0.3 0.2
C 0.4 -2.3 0.7
H 0.6 0.1 0.3
H -0.9 1.0 0.2
C -0.6 -0.1 -1.2
H 0.1 0.8 0.3
N 1.2 0.2 0.5
C -2.0 1.3 0.4
C 0.4 0.8 0.1
H -0.2 0.0 -0.6
P 0.1 -1.2 0.7
H -1.3 0.4 0.5
La 0.2 0.3 0.4
H -0.4 -0.6 0.0
H 0.1 -1.1 -1.0
C 0.5 0.2 0.0

Calculated values
calculated total energy = -54733.7266 eV
frontier orbital gap = 7.41 eV
energy above the lowest of the compared OMol25 structures with the same formula, charge and spin = 0.110 eV
charge = +2
strongest force on any atom = 3.8 eV/Å


Record 2
# C26H78O13S13

13 unconnected molecules or ions with the total composition C26H78O13S13 in a non-equilibrium geometry (ωB97M-V/def2-TZVPD, OMol25).

Element x y z (Å)
C1 17.781 13.133 14.676
H1 8.784 13.838 12.660
H2 16.314 9.169 12.114
H3 10.936 16.847 18.243
H4 14.355 12.948 17.161
H5 14.206 11.727 13.430
H6 9.723 17.302 11.800
C2 13.374 13.548 6.983
H7 9.053 13.794 19.007
H8 8.134 10.280 14.413
O1 8.602 15.681 16.969
H9 18.328 13.011 9.204
H10 14.124 16.510 17.689
H11 14.433 13.797 7.206
H12 10.604 13.789 6.937
H13 8.885 8.743 14.043
H14 8.153 18.434 16.295
H15 14.965 13.849 10.174
H16 16.692 14.207 9.447
C3 10.009 13.323 19.030
H17 15.594 10.064 13.443
H18 18.710 11.824 10.431
H19 17.708 14.111 15.128
H20 9.769 7.925 9.402
H21 12.384 15.158 14.367
S1 13.787 8.280 8.490
H22 12.882 6.767 11.478
O2 9.352 7.730 12.077
S2 19.231 13.240 13.630
H23 15.221 9.161 10.100
H24 15.522 13.350 15.766
C4 15.146 8.815 7.410
H25 10.435 12.090 15.581
O3 18.936 12.376 12.396
S3 13.879 14.062 12.858
O4 17.998 9.849 15.222
H26 14.155 10.133 15.774
C5 10.655 16.785 12.033
C6 8.536 10.596 11.863
H27 16.855 13.104 14.111
H28 12.854 11.190 16.186
O5 10.810 8.925 16.669
H29 7.856 17.326 14.958
S4 9.646 16.456 16.300
H30 11.401 7.157 9.250
C7 18.120 12.002 9.517
H31 12.065 6.563 13.102
H32 11.977 10.631 18.452
C8 20.385 12.421 14.748
H33 13.408 15.148 16.846
O6 9.694 15.026 10.246
C9 13.676 12.338 12.620
C10 8.641 17.867 15.468
H34 14.128 10.470 9.408
H35 10.020 12.289 19.383
S5 16.340 11.972 9.746
H36 8.825 11.216 11.030
H37 16.128 12.533 17.278
C11 18.937 8.745 13.089
C12 12.710 14.136 14.189
S6 12.291 8.872 16.962
C13 16.057 13.680 10.150
H38 16.429 13.712 11.196
H39 13.207 13.679 15.033
C14 10.858 13.101 7.725
H40 18.292 11.289 8.756
H41 9.174 18.560 14.832
O7 14.257 6.970 9.030
H42 7.716 11.125 12.409
O8 12.202 12.742 17.555
H43 19.944 11.405 14.957
S7 15.704 14.850 17.542
H44 11.539 17.163 11.493
H45 9.699 9.804 15.160
H46 11.013 18.301 17.170
C15 10.733 7.784 9.825
C16 9.084 9.759 14.265
C17 12.077 7.126 12.147
S8 12.449 13.630 8.507
H47 19.190 9.736 12.804
H48 16.116 8.621 7.852
H49 9.050 13.119 15.979
H50 15.093 8.218 6.495
O9 12.941 12.485 9.361
H51 13.623 9.849 18.604
H52 21.410 12.481 14.394
H53 14.515 16.208 15.928
H54 8.566 15.707 12.765
H55 15.012 9.869 7.230
O10 10.143 11.978 13.323
H56 12.237 8.886 19.276
C18 16.522 9.842 12.933
H57 12.640 12.186 12.604
C19 9.195 14.823 12.862
C20 14.282 15.791 16.935
H58 18.697 8.084 12.268
H59 10.821 16.642 13.134
C21 14.221 9.448 9.853
C22 9.797 12.436 16.444
S9 10.894 13.462 17.447
O11 16.915 15.429 16.754
O12 15.792 11.759 8.367
H60 12.208 8.149 12.556
H61 19.784 8.278 13.615
S10 10.416 6.892 11.357
H62 13.012 14.230 6.211
H63 12.695 10.081 14.786
H64 8.248 9.618 11.505
S11 10.448 15.089 11.548
H65 9.357 11.679 17.130
H66 13.342 12.535 6.593
S12 17.489 8.915 14.146
C23 12.554 9.693 18.540
H67 10.598 13.840 19.796
H68 10.814 12.095 7.302
H69 17.820 12.352 15.491
C24 10.367 17.530 17.630
H70 9.617 14.777 13.873
S13 9.889 10.548 12.939
H71 11.140 8.759 10.076
H72 17.061 10.736 12.609
H73 10.089 13.161 8.492
H74 20.396 12.935 15.687
O13 15.218 14.397 13.491
C25 15.387 13.213 16.881
H75 13.574 9.279 10.684
C26 13.058 10.163 15.870
H76 11.898 13.547 13.814
H77 14.083 11.991 11.656
H78 9.513 17.886 18.193

Force components x, y, z for each atom (eV/Å):
C 0.2 -0.3 1.3
H -0.5 0.3 -0.1
H 0.0 -0.2 -0.3
H 0.3 -0.1 0.2
H 0.4 -0.1 -0.1
H -0.9 1.0 -0.8
H 0.2 0.2 0.1
C 1.3 0.2 -0.3
H -0.8 0.1 -0.4
H 0.0 0.0 0.2
O -0.8 -1.0 0.6
H 0.5 0.3 -0.5
H -0.3 1.1 0.6
H -0.7 -0.2 -0.1
H 0.0 0.5 -0.2
H 0.0 -1.0 -0.5
H 0.4 -0.4 -0.5
H 0.6 0.1 -0.4
H -0.4 0.7 0.0
C 1.6 -0.3 0.6
H -0.2 0.3 0.0
H -0.5 -0.1 -0.3
H 0.1 0.4 0.5
H -0.8 -0.1 -0.7
H 0.2 0.1 0.2
S 1.6 0.6 0.7
H -0.5 0.3 0.3
O 1.4 -1.0 -0.6
S -0.7 -0.3 -1.0
H 0.7 0.1 0.1
H -0.4 -0.4 1.1
C -0.6 -0.3 -0.3
H -0.7 -0.1 1.1
O 0.6 0.2 1.3
S 1.1 1.5 0.1
O -0.7 -0.3 -0.4
H -0.2 -0.6 0.5
C 0.7 -0.3 0.4
C -1.6 0.9 -0.3
H 0.2 -0.4 -0.6
H -0.4 -0.3 0.3
O 0.9 0.1 0.4
H 0.0 -0.1 -0.4
S 0.2 2.9 -0.7
H 0.1 0.1 -0.4
C -0.1 0.9 1.3
H -0.1 -0.3 -0.8
H 0.3 -0.5 0.7
C -0.8 -1.3 0.0
H -0.1 -0.1 0.2
O 0.4 0.2 0.7
C 2.6 -1.8 0.3
C 0.0 -0.6 1.7
H 0.1 -0.7 0.7
H -0.4 -0.1 -0.4
S -0.5 -0.8 0.0
H 0.1 0.2 -0.4
H 0.1 -0.1 0.1
C 0.1 -1.2 0.5
C 0.0 0.2 -0.3
S -0.2 0.5 -1.4
C 0.3 -0.8 1.2
H 0.0 0.6 -0.5
H -0.1 -0.1 0.4
C -0.1 -0.1 0.7
H 0.3 -0.7 -0.8
H 0.4 -0.1 -0.2
O -0.6 -0.7 0.1
H 0.4 -0.5 -0.5
O 0.0 -0.2 0.4
H 0.9 0.7 -0.4
S 2.2 1.1 -1.0
H -0.5 0.2 0.4
H 0.1 0.0 0.0
H -0.4 -0.3 0.4
C 0.6 -0.2 1.2
C -0.7 0.9 1.1
C -0.5 0.1 1.1
S -0.8 -1.1 -0.3
H 0.3 0.9 -0.5
H 0.0 0.0 0.5
H 0.2 -0.5 0.6
H -0.2 0.2 0.0
O -0.4 0.6 -0.3
H 0.2 0.3 0.2
H -0.1 -0.4 -0.5
H 0.1 -0.2 0.8
H -0.6 -0.4 0.0
H 0.1 0.4 -0.2
O 0.0 0.4 0.3
H 0.2 1.5 -0.6
C 0.4 0.0 0.6
H -1.6 -0.6 0.0
C 0.6 -0.1 -0.3
C 0.2 -1.1 -1.5
H -0.1 0.1 -0.5
H 0.1 0.8 -0.9
C -0.6 0.5 -2.1
C 0.2 0.4 -0.4
S -0.6 0.7 -0.1
O -1.9 -1.0 1.4
O 0.1 0.1 -0.2
H -0.1 -0.1 -1.0
H -0.5 0.2 0.2
S -0.4 0.8 0.8
H -0.2 0.1 0.3
H 0.1 -0.3 1.6
H 0.0 -0.2 0.2
S -0.7 -0.9 -0.1
H 0.3 0.2 -1.0
H 0.0 -0.2 0.1
S 1.1 0.4 0.5
C -0.7 -1.1 -0.2
H 0.1 0.2 -0.3
H 0.7 0.0 0.2
H 0.1 0.6 -1.2
C 0.0 -0.6 -1.2
H 0.3 0.1 -0.3
S 1.7 -0.6 -0.3
H 0.3 0.1 -0.1
H -0.1 0.0 0.1
H 0.0 0.2 0.1
H -0.4 0.6 0.6
O -0.7 -0.5 -0.5
C -0.5 0.8 -1.5
H -0.6 -0.1 0.5
C 0.1 0.4 -1.6
H -0.9 -0.3 0.3
H -0.1 0.4 0.3
H 0.0 0.4 0.0

Calculated values
calculated total energy = -195691.8774 eV
frontier orbital gap = 8.58 eV
energy above the lowest of the compared OMol25 structures with the same formula, charge and spin = 0.414 eV
strongest force on any atom = 3.2 eV/Å


Record 3
# CClNS2

A single CClNS2 molecule in a non-equilibrium geometry (ωB97M-V/def2-TZVPD, OMol25).

Element x y z (Å)
S1 0.497 1.152 -0.723
Cl1 0.034 -0.367 -2.254
S2 2.236 1.850 -1.216
N1 -0.889 -0.929 1.115
C1 -0.289 -0.205 0.475

Force components x, y, z for each atom (eV/Å):
S -1.4 -0.8 -1.5
Cl 0.3 1.0 0.7
S -0.8 -1.2 1.2
N -1.0 -1.0 1.0
C 2.8 2.0 -1.5

Calculated values
calculated total energy = -36716.9084 eV
frontier orbital gap = 8.05 eV
energy above the lowest of the compared OMol25 structures with the same formula, charge and spin = 2.162 eV
strongest force on any atom = 3.8 eV/Å


Record 4
# C64H66BGeN6O6SSn

A molecular structure, C64H66BGeN6O6SSn (ωB97M-V/def2-TZVPD, OMol25).

Element x y z (Å)
H1 0.686 1.210 4.596
C1 -3.474 4.035 -5.678
H2 -6.575 -2.510 -3.534
H3 1.577 5.470 3.992
C2 -6.240 -1.768 -2.819
C3 -4.701 -4.122 2.241
H4 3.396 -4.597 -5.542
C4 -0.157 -2.700 4.793
C5 -0.894 -4.014 2.467
H5 3.057 -4.606 -3.122
C6 -3.591 -1.571 2.431
B1 2.659 2.569 1.161
H6 0.086 0.004 5.762
H7 -0.900 0.345 -6.874
H8 0.134 -2.189 5.705
C7 -1.484 -1.227 -5.533
H9 -0.185 -4.622 5.741
C8 2.919 -0.963 2.084
C9 -2.220 -6.378 -1.700
H10 -4.537 -2.924 -2.194
C10 0.815 -6.708 -6.116
H11 1.595 -0.298 4.883
H12 -3.600 5.058 -6.007
N1 1.796 1.669 -1.031
C11 -6.931 -0.573 -2.675
C12 -2.682 2.453 -4.042
C13 -1.088 -2.389 -4.873
C14 -0.606 -0.578 -6.389
C15 3.346 -6.094 -7.068
C16 0.598 0.144 4.806
C17 -0.360 -1.941 3.626
C18 4.050 -0.484 2.767
H13 -7.014 1.326 -1.671
H14 -2.105 3.916 -1.586
H15 -0.631 3.754 -2.553
C19 -1.975 -5.575 -4.341
H16 -4.960 0.890 -0.313
H17 4.595 2.655 3.636
C20 4.640 3.957 -0.828
H18 -2.348 1.787 0.970
C21 1.047 -2.275 -5.955
C22 -0.891 -5.375 -3.475
H19 1.285 1.525 -4.283
H20 -4.200 -7.021 -2.229
H21 -2.793 2.460 2.537
H22 -5.120 -5.117 2.168
C23 -3.154 -6.166 -3.902
H23 -2.823 3.493 1.105
H24 4.337 -5.849 -7.433
C24 -2.001 2.108 -2.742
C25 1.355 0.951 -3.356
H25 3.319 -3.003 1.645
C26 2.060 4.753 3.330
C27 3.551 3.019 -1.239
H26 1.684 -2.499 1.231
H27 2.128 -2.773 2.926
H28 3.034 -7.667 -8.499
H29 3.497 3.360 1.508
C28 -0.714 -4.713 3.632
H30 5.819 1.380 3.628
S1 -3.150 -1.300 -0.231
H31 -1.773 -2.852 -4.172
C29 -0.174 -0.488 3.663
C30 2.617 -7.114 -7.666
H32 1.974 -5.782 -2.387
C31 -5.349 0.152 -1.006
C32 1.351 -7.424 -7.183
H33 5.137 4.336 -1.720
H34 -4.447 -3.914 0.118
H35 -7.812 -0.382 -3.276
C33 -3.766 1.674 -6.047
C34 0.180 -2.932 -5.077
C35 2.110 1.720 -2.319
C36 -0.331 -4.064 4.825
H36 -0.829 2.784 -1.081
C37 -0.704 -2.595 2.392
H37 1.361 -0.602 -7.258
H38 2.042 -2.669 -6.131
H39 2.709 5.298 2.642
N2 0.133 2.482 1.199
C38 -0.860 3.058 1.852
C39 2.803 -5.385 -6.002
N3 3.014 1.184 1.774
H40 3.713 2.823 -3.428
H41 5.569 2.390 2.198
C40 -6.483 0.386 -1.771
C41 0.665 -1.107 -6.599
C42 2.074 -4.728 -2.662
C43 -0.360 4.018 2.754
O1 -2.746 0.052 0.271
H42 4.763 -1.060 3.336
H43 -4.793 -4.067 4.386
C44 -2.284 2.677 1.596
H44 -1.171 -4.514 1.544
C45 1.622 -2.368 -1.817
O2 1.599 -2.078 -3.022
H45 -3.109 -0.599 2.469
H46 -2.500 4.585 -3.850
O3 1.353 -1.605 -0.838
O4 -0.618 0.249 2.791
C46 -3.963 -2.260 3.579
C47 -3.931 2.989 -6.468
C48 -3.144 1.408 -4.837
C49 4.074 0.875 2.541
C50 1.011 3.969 2.607
Sn1 0.200 0.051 0.211
C51 -1.350 3.206 -1.937
H47 0.349 0.712 -3.015
H48 -3.978 -6.306 -4.592
H49 4.251 4.805 -0.262
H50 -0.228 -5.649 -1.444
N4 1.281 3.040 1.668
H51 1.835 -0.006 -3.568
N5 2.678 2.468 -0.372
C52 -4.326 -3.446 1.089
H52 -3.794 -1.811 4.550
H53 2.699 4.109 3.937
H54 -2.994 0.393 -4.487
H55 -2.309 -6.684 -0.663
H56 0.779 -8.225 -7.639
C53 -4.518 -3.529 3.486
H57 1.119 -4.149 -0.794
N6 2.292 0.057 1.494
H58 -4.125 0.857 -6.662
C54 3.218 2.574 -2.501
C55 1.927 -3.815 -1.449
C56 5.066 1.885 3.024
O5 -1.971 0.955 -2.383
H59 5.389 3.463 -0.203
H60 2.831 -3.798 -0.836
C57 1.524 -5.669 -5.508
H61 -2.481 -0.831 -5.373
Ge1 0.769 -4.511 -4.092
C58 -2.851 3.766 -4.467
H62 -0.169 -6.977 -5.746
C59 -3.791 -2.171 1.200
C60 -1.040 -5.789 -2.149
O6 -0.825 -1.997 1.273
H63 -0.858 -5.789 3.634
C61 -3.279 -6.567 -2.576
H64 -0.919 4.652 3.424
H65 -4.414 3.199 -7.415
C62 2.476 -2.388 1.967
C63 -4.678 -1.051 -1.148
H66 -1.901 -5.255 -5.376
C64 -5.101 -2.006 -2.060

Force components x, y, z for each atom (eV/Å):
H 0.0 0.0 0.0
C 0.0 0.0 0.0
H 0.0 0.0 0.0
H 0.0 0.0 0.0
C 0.0 0.0 0.0
C 0.0 0.0 0.1
H 0.0 0.0 0.0
C 0.0 0.0 -0.1
C 0.1 0.0 0.1
H 0.0 0.0 0.0
C -0.1 0.0 0.1
B -0.1 0.1 0.0
H 0.0 0.0 0.0
H 0.0 0.0 0.0
H 0.0 0.0 0.0
C 0.1 -0.3 -0.1
H 0.0 0.0 0.0
C 0.0 0.0 -0.1
C 0.0 0.0 -0.1
H 0.0 0.0 0.0
C 0.1 0.0 0.0
H -0.1 0.0 0.0
H 0.0 0.0 0.0
N 0.3 0.1 -0.2
C 0.1 0.0 0.1
C 0.0 0.1 0.1
C 0.1 0.1 -0.1
C 0.0 -0.1 0.1
C -0.1 0.0 0.0
C 0.0 0.0 0.0
C 0.1 0.0 0.1
C 0.0 -0.2 0.0
H 0.0 0.0 0.0
H 0.0 0.0 0.0
H 0.0 0.0 0.0
C 0.0 0.0 0.1
H 0.0 0.0 0.0
H 0.0 0.0 0.0
C 0.0 0.0 0.0
H 0.0 0.3 0.1
C -0.1 -0.1 -0.1
C -0.2 -0.1 0.1
H 0.0 0.0 0.0
H 0.0 0.0 0.0
H 0.0 0.0 0.0
H 0.0 0.0 0.0
C 0.1 0.0 0.0
H 0.0 0.0 0.0
H 0.0 0.0 0.0
C 0.0 0.1 0.0
C 0.1 0.1 0.0
H 0.0 0.0 0.0
C 0.0 0.0 0.0
C -0.1 0.0 0.0
H 0.0 0.0 0.0
H 0.0 0.0 0.0
H 0.0 0.0 0.0
H -0.1 -0.1 0.0
C 0.0 0.1 0.1
H 0.0 0.0 0.0
S 0.6 0.3 -0.1
H 0.0 0.0 0.0
C -0.1 -0.1 -0.1
C 0.0 0.0 0.1
H 0.1 0.0 0.0
C -0.1 0.0 0.0
C 0.0 0.1 0.1
H 0.0 0.0 0.0
H 0.0 0.0 0.0
H 0.0 0.0 0.0
C 0.0 0.0 0.1
C -0.1 0.3 0.0
C 0.0 0.1 0.0
C -0.1 -0.1 -0.2
H 0.0 -0.1 0.0
C -0.1 0.1 0.0
H 0.0 0.0 0.0
H 0.0 0.0 0.0
H 0.0 0.0 0.0
N 0.3 0.5 0.4
C -0.3 0.2 0.0
C 0.0 -0.1 0.0
N -0.3 -0.1 0.0
H -0.1 0.0 0.1
H 0.0 0.0 0.0
C 0.0 0.0 0.0
C -0.1 0.0 0.1
C 0.2 0.3 0.2
C -0.1 0.0 0.0
O -0.7 -0.7 -0.2
H 0.0 0.0 0.0
H 0.0 0.0 0.0
C 0.1 0.1 0.0
H 0.0 0.0 0.0
C -0.4 0.0 -0.2
O 0.3 0.1 0.4
H 0.0 -0.1 0.0
H 0.0 0.0 0.0
O 0.4 0.0 -0.1
O 0.1 0.1 0.2
C 0.0 0.0 0.0
C 0.0 0.0 0.0
C -0.2 0.1 0.1
C 0.0 0.1 0.0
C 0.0 -0.1 0.0
Sn -0.2 -0.2 -0.2
C 0.0 0.0 -0.1
H 0.0 0.0 0.0
H 0.0 0.0 0.0
H 0.0 0.0 0.0
H 0.0 0.0 0.0
N 0.2 0.0 -0.2
H 0.0 0.1 0.0
N -0.1 -0.1 0.1
C 0.0 0.0 0.0
H 0.0 0.0 0.0
H 0.0 0.0 0.0
H -0.2 0.6 0.2
H 0.0 0.0 0.0
H 0.0 0.0 0.0
C 0.0 0.0 0.0
H 0.0 0.0 0.1
N 0.3 0.0 0.2
H 0.0 0.0 0.0
C 0.0 -0.1 -0.1
C 0.0 -0.1 0.0
C 0.0 -0.1 0.0
O 0.0 -0.1 0.0
H 0.0 0.0 0.0
H 0.0 -0.1 0.0
C 0.0 -0.1 -0.2
H 0.4 -0.5 -0.2
Ge -0.3 -0.4 -0.3
C 0.0 0.0 0.0
H 0.0 0.0 0.0
C -0.1 0.0 0.0
C -0.1 0.0 -0.1
O 0.3 -0.2 0.0
H 0.0 0.0 0.0
C 0.0 0.0 0.0
H 0.0 0.0 0.0
H 0.0 0.0 0.0
C 0.1 0.0 0.0
C 0.0 0.1 0.1
H 0.0 0.0 0.0
C 0.0 -0.1 0.0

Calculated values
calculated total energy = -162530.1091 eV
frontier orbital gap = 6.98 eV
energy above the lowest of the compared OMol25 structures with the same formula, charge and spin = 0.273 eV
charge = -1
strongest force on any atom = 1.0 eV/Å


> Number 4 is which compound?

C64H66BGeN6O6SSn